[1]
Entry from OMol25: C21H28GaN3O3Se3Te2 as an isolated structure (ωB97M-V/def2-TZVPD).

Output
Total charge ... -1
Spin multiplicity ... 2
HOMO-LUMO gap (alpha / beta) ... 6.90 / 5.83 eV

Structure (XYZ):
```
61
Properties=species:S:1:pos:R:3:forces:R:3
Ga -2.9303 -1.6194 -0.6557 0.0067 0.2555 -0.5387
Se -2.5806 -3.7407 -1.8485 0.2282 0.2230 0.0715
Se -3.5163 -3.0540 -3.8552 -0.1745 0.2463 -0.2871
Te -2.2410 -0.9154 -4.2755 0.0065 -0.2329 0.0452
Se -2.8722 0.3083 -2.1732 -0.1216 -0.4809 0.1378
N -3.5648 0.2517 0.9789 -0.0230 0.4462 0.0954
N -4.9574 0.1041 0.9878 0.0714 0.4653 0.2927
C -5.5117 -1.1018 0.5514 0.3419 0.3278 0.0440
O -6.6642 -1.3368 0.8338 -0.6086 -0.1559 0.1169
O -4.7314 -1.8552 -0.1484 0.0982 -0.4442 -0.0776
H -3.1497 0.1214 1.9041 -0.0726 -0.0700 -0.2352
H -3.3080 1.1746 0.6246 -0.1158 -0.3067 0.0866
H -5.4908 0.5784 1.7095 0.1476 -0.2305 -0.1982
C -2.7816 -3.6648 1.8444 -0.0992 0.0097 0.0148
C -1.9179 -2.4176 1.8559 -0.0822 -0.2438 0.9535
O -1.4719 -1.9800 2.9308 -0.3303 -0.2220 0.5878
N -1.6019 -1.8651 0.6993 0.3114 0.3743 -0.7105
Te 0.1338 -0.5860 1.2638 0.7515 0.1892 -0.5886
C 1.3884 1.3018 1.5462 -0.2162 -0.0742 0.1254
C 2.7504 1.2839 1.2646 -0.0370 -0.2357 0.0071
C 3.4088 0.0627 0.6978 0.0981 -0.0276 -0.0282
C 3.5172 2.4141 1.5283 -0.0419 0.1647 0.0250
C 2.9625 3.5581 2.0768 0.0355 -0.0104 -0.0232
C 3.7885 4.7862 2.3261 -0.0618 -0.0463 -0.0332
C 1.6105 3.5493 2.3887 0.0360 -0.0806 -0.0683
C 0.8253 2.4362 2.1281 -0.2061 -0.0984 0.0507
C -0.6258 2.4471 2.5121 0.0176 0.0510 0.0202
C 0.7125 -0.7081 -0.7984 -0.0748 -0.0741 0.0950
C 1.1555 -1.9362 -1.2955 -0.0719 -0.0743 0.0994
C 1.2824 -3.1834 -0.4686 -0.1240 -0.0134 0.1684
C 1.5300 -2.0423 -2.6317 0.0078 0.2150 -0.0431
C 1.5047 -0.9539 -3.4836 0.1512 -0.0563 0.1571
C 1.9160 -1.0809 -4.9190 -0.1167 0.0328 0.0491
C 1.0720 0.2623 -2.9738 0.1183 -0.1687 0.1094
C 0.6675 0.3978 -1.6538 -0.1140 0.1112 -0.0490
C 0.1761 1.7378 -1.2067 -0.0110 0.1780 -0.0252
H -3.0744 -3.9190 2.8613 0.0392 0.0480 -0.0192
H -2.2093 -4.4874 1.4156 0.0113 -0.0369 -0.0355
H -3.6691 -3.5178 1.2285 -0.0227 -0.0760 0.0071
H 2.9855 -0.8314 1.1615 0.1655 -0.0613 -0.1027
H 4.4841 0.0890 0.8728 0.0265 -0.0475 0.0167
H 3.2338 -0.0052 -0.3764 0.0217 -0.0832 -0.0358
H 4.5765 2.3972 1.3058 0.1194 -0.0315 -0.0400
H 4.8476 4.5724 2.2020 0.0883 0.0472 0.0150
H 3.6196 5.1617 3.3343 0.0526 0.0851 0.0523
H 3.5117 5.5736 1.6232 0.0532 0.0763 0.0114
H 1.1648 4.4218 2.8510 -0.0660 0.0760 0.0110
H -0.9455 3.4469 2.8035 -0.0628 -0.0069 0.0364
H -0.7869 1.7647 3.3495 -0.1554 0.0099 0.0064
H -1.2394 2.1044 1.6772 -0.0812 0.0333 0.0377
H 0.9706 -3.0232 0.5648 0.1098 -0.1796 -0.1333
H 2.3210 -3.5211 -0.4811 0.0078 -0.0523 0.0763
H 0.6625 -3.9738 -0.8952 -0.0337 -0.0051 0.0310
H 1.8455 -3.0084 -3.0048 0.0361 -0.0808 -0.0417
H 2.3317 -2.0665 -5.1142 0.0264 -0.0545 -0.0834
H 2.6597 -0.3279 -5.1776 0.0413 0.0335 -0.0671
H 1.0464 -0.9352 -5.5619 0.0052 -0.0233 -0.1048
H 1.0407 1.1269 -3.6221 -0.0588 0.1390 -0.0941
H -0.2254 2.2909 -2.0545 -0.0478 0.0126 0.0077
H 0.9821 2.3185 -0.7580 -0.0126 0.0772 0.0325
H -0.6181 1.6146 -0.4702 0.0124 0.1579 -0.0310
```
Positions in Å, forces in eV/Å.



[2]
Entry from OMol25: an isolated ion of composition C4H13N3 and charge -1 (ωB97M-V/def2-TZVPD).

Output
Total charge ... -1
Spin multiplicity ... 2
HOMO-LUMO gap (alpha / beta) ... 2.76 / 9.52 eV

Structure (XYZ):
```
20
Properties=species:S:1:pos:R:3:forces:R:3
C 0.1970 -0.0546 -0.6310 0.3511 -0.5165 -0.5934
C -1.2861 -0.0495 -0.3406 -0.5277 -0.0807 0.7281
C -1.7070 1.2483 0.3637 -0.1740 0.2104 -0.3928
N -3.0055 1.2740 1.0310 0.0831 0.1661 0.0756
N 0.8452 -1.3300 -0.2857 0.0844 0.3591 0.3418
C 2.2942 -1.2719 -0.5074 -0.4866 -0.3429 0.0643
N 3.0894 -0.4087 0.3502 0.0256 0.3788 -0.0040
H 0.6756 0.7889 -0.1328 -0.0044 0.1939 0.1454
H 0.3623 0.0790 -1.7033 0.0979 0.1559 0.0018
H -1.5645 -0.9173 0.2666 0.1911 0.0712 0.1668
H -1.8785 -0.1766 -1.2475 0.0113 0.0948 -0.1497
H -1.6555 2.0300 -0.4033 -0.2279 0.1102 0.1674
H -0.9730 1.5644 1.0986 0.2801 -0.3053 0.1559
H -3.1017 0.4817 1.6552 -0.0422 0.0349 -0.1020
H -3.7922 1.3145 0.4028 0.0131 -0.2039 -0.2036
H 0.7160 -1.4735 0.7216 -0.1291 -0.0749 -0.2890
H 2.6448 -2.3004 -0.4377 0.2009 -0.0660 0.1148
H 2.4422 -0.9643 -1.5346 0.1438 0.0405 -0.2994
H 3.0072 0.5618 0.0470 0.0140 -0.0625 -0.0383
H 2.6902 -0.3958 1.2868 0.0955 -0.1629 0.1102
```
Positions in Å, forces in eV/Å.



[3]
Entry from OMol25: an isolated molecule of C7H9FN2 in a non-equilibrium geometry (ωB97M-V/def2-TZVPD).

Output
Total charge ... 0
HOMO-LUMO gap (alpha / beta) ... 5.01 / 5.63 eV

Structure (XYZ):
```
19
Properties=species:S:1:pos:R:3:forces:R:3
C 1.9280 1.4154 0.3366 3.7778 0.3638 3.6437
C -0.8219 -0.8589 0.5257 -1.2680 1.8581 1.0233
C 0.7342 1.7349 -0.2356 -3.1627 0.6402 -1.9722
C -2.2891 -2.7011 1.0991 2.8490 -0.9277 3.2550
C -1.1480 -1.9654 1.2639 -2.2765 -1.3009 1.0696
C 0.3211 3.1478 -0.6290 0.4202 0.0924 0.9680
C 0.9733 -1.3151 -1.0382 -0.5584 2.7587 -2.7084
N -0.0490 0.8204 -0.7589 -0.4707 1.4497 0.2566
N 0.0363 -0.5088 -0.2776 2.1093 -0.4311 -1.7551
F 2.3546 2.2779 1.3704 -1.2458 -1.4041 -2.2509
H -2.6149 -3.4818 1.8051 0.4482 0.6559 -0.2059
H -2.7963 -2.6722 0.2391 -1.9552 0.3147 -3.2000
H -0.7100 -1.8885 2.2572 0.3167 -0.4664 0.0078
H -0.3639 3.0276 -1.4412 -0.1069 0.2106 -0.7381
H -0.2398 3.6278 0.1702 -0.1417 -0.2964 0.3803
H 1.1407 3.8470 -0.7925 0.1176 -0.3358 -0.4547
H 0.6412 -1.5213 -2.0560 -0.7134 0.3449 -0.0905
H 1.8703 -0.7690 -1.2079 1.0384 0.1497 0.5622
H 1.0333 -2.2166 -0.6304 0.8221 -3.6763 2.2093
```
Positions in Å, forces in eV/Å.



[4]
Entry from OMol25: a 2-piece molecular cluster, C5H6 overall (ωB97M-V/def2-TZVPD).

Output
Total charge ... 0
Structure (SMILES) ... C#CC.C#C
HOMO-LUMO gap ... 11.01 eV

Structure (XYZ):
```
11
Properties=species:S:1:pos:R:3:forces:R:3
C -2.5965 -0.9759 0.1836 0.3003 0.2158 -0.1539
C -1.7461 -0.1528 -0.0304 -0.5984 -0.0675 0.1142
C -0.7491 0.9000 -0.2213 -0.0065 -0.1394 -0.0514
H -3.3508 -1.7098 0.3513 0.1077 0.0636 -0.0109
H -0.2132 1.0110 0.7292 -0.0765 0.1578 -0.3656
H -0.0446 0.5930 -1.0077 -0.1133 0.2561 0.3221
H -1.2088 1.8644 -0.4924 0.1119 -0.4264 0.0984
C 2.2879 0.0633 0.4647 -0.3596 0.5004 0.4293
C 2.7056 -0.8240 -0.2204 0.0148 0.0679 0.0717
H 1.8374 0.8467 1.0668 0.5871 -0.6188 -0.4403
H 3.0783 -1.6158 -0.8233 0.0325 -0.0094 -0.0135
```
Positions in Å, forces in eV/Å.



[5]
Entry from OMol25: C30H43FFeN5O8P as an isolated structure in a non-equilibrium geometry (ωB97M-V/def2-TZVPD).

Output
Total charge ... 0
Spin multiplicity ... 5
HOMO-LUMO gap (alpha / beta) ... 6.09 / 6.15 eV

Structure (XYZ):
```
89
Properties=species:S:1:pos:R:3:forces:R:3
Fe -0.9854 -0.2957 2.1024 -0.2954 -0.1331 0.5302
N -1.5341 -2.2072 3.2483 0.2755 -0.0533 -0.1625
C -2.6528 -2.4334 4.1634 -0.1066 -0.0290 -0.0590
C -2.6497 -1.4345 5.3075 0.0179 -0.0271 0.0338
C -3.0061 -0.0235 4.8790 -0.0854 0.0767 -0.0382
N -1.9613 0.5584 4.0342 -0.0064 0.3380 -0.2101
H -1.5730 -2.8585 2.4719 -0.0231 -0.0286 0.0494
H -0.6479 -2.3251 3.7335 0.0083 -0.0087 0.0070
H -2.6420 -3.4512 4.5691 0.0230 0.0030 0.0048
H -3.5800 -2.3294 3.5922 0.0067 -0.0115 -0.0087
H -1.6668 -1.4331 5.7906 0.0056 0.0012 0.0060
H -3.3702 -1.7586 6.0621 -0.0100 -0.0165 -0.0167
H -3.1903 0.5907 5.7672 0.0265 -0.0076 0.0174
H -3.9400 -0.0502 4.3097 -0.0220 0.0349 0.0366
H -1.0493 0.4661 4.4825 -0.0037 0.0159 0.0366
H -2.1251 1.5492 3.8887 0.0268 0.0018 0.0126
C 6.0461 1.7392 0.5966 0.0192 0.0261 -0.0384
C 5.3047 0.4272 0.7943 -0.0069 -0.0677 0.0241
N 3.8787 0.6244 1.0174 -0.0263 0.2088 0.1687
C 3.3947 0.5923 2.2838 0.0190 -0.4536 -0.1986
C 2.0942 0.7751 2.6156 -0.0158 0.7553 0.3688
C 1.6282 0.2213 3.9458 0.3055 -0.6739 -0.6578
O 2.3557 0.2717 4.9290 -0.2174 0.2022 0.1243
O 0.5534 -0.4553 3.7811 -0.3902 0.2178 0.4717
C 1.1932 1.2986 1.6440 0.0874 -0.1925 -0.4128
O 0.0036 1.6472 1.8401 0.2812 0.0578 0.5475
C 1.6870 1.2362 0.2747 0.1560 0.6643 0.1178
C 0.7411 1.3668 -0.7384 0.0833 0.2381 -0.2480
C 1.0736 1.0537 -2.0155 -0.0211 0.2398 -0.0248
F 0.1187 1.1361 -2.9818 0.1148 0.0631 0.0381
C 2.3518 0.5838 -2.3327 0.5065 0.2074 -0.3470
C 3.3198 0.5596 -1.3515 0.0680 0.5441 0.1054
C 2.9944 0.8557 -0.0243 0.0375 0.0869 -0.2874
N 2.6610 -0.0244 -3.5754 -0.3557 0.8181 -0.3934
C 3.7355 0.4847 -4.3930 0.0343 -0.0662 0.0321
C 4.4689 -0.7502 -4.9654 -0.0573 -0.1263 -0.0548
N 3.5253 -1.9120 -4.8363 0.1222 0.0600 0.1777
C 2.1815 -1.5470 -5.3832 -0.0406 -0.1174 -0.0385
C 1.5717 -0.5443 -4.3904 -0.1009 -0.0794 0.0759
H 7.1012 1.5541 0.3919 0.0062 0.0010 0.0000
H 5.9745 2.3581 1.4910 -0.0122 -0.0061 0.0085
H 5.6259 2.3041 -0.2368 -0.0012 -0.0259 -0.0136
H 5.6861 -0.1093 1.6621 0.0308 0.0472 0.0153
H 5.4442 -0.2397 -0.0558 0.0041 0.0006 0.0009
H 4.0876 0.2691 3.0513 0.0303 0.0810 0.0138
H -0.2728 1.6318 -0.4739 0.0368 0.0673 0.0004
H 4.2857 0.1421 -1.5975 -0.0481 -0.0560 -0.0357
H 4.4253 1.0757 -3.7960 -0.0181 0.0030 0.0213
H 3.3611 1.1269 -5.2018 0.0583 -0.0203 -0.0548
H 5.3621 -1.0063 -4.3989 0.0167 0.0494 0.0167
H 4.7238 -0.6453 -6.0182 0.0240 -0.0043 -0.0062
H 3.3858 -2.0576 -3.8246 -0.2287 -0.1041 0.1367
H 3.9017 -2.7626 -5.2498 -0.0357 0.0704 -0.0262
H 1.5899 -2.4542 -5.4770 -0.1007 0.0232 0.1630
H 2.3451 -1.1220 -6.3725 0.0592 0.0143 -0.0082
H 0.8630 -1.0608 -3.7447 0.1973 0.0743 -0.1988
H 1.0361 0.2307 -4.9445 0.0470 0.0310 -0.0730
O 0.1773 -3.3113 -3.3363 0.1767 -0.0685 -0.4125
C -0.0906 -2.8279 -2.2541 -0.0836 0.2485 0.6507
C 0.8399 -2.0062 -1.4043 -0.5023 -0.3939 0.0817
O 1.9863 -1.6579 -1.7228 -0.2484 -1.5896 0.3076
C 0.0823 -1.6473 -0.2217 0.5018 0.3235 -0.0559
C -1.2637 -2.0989 -0.3075 -0.5101 0.1635 0.1813
O -2.1271 -1.7595 0.5469 0.4584 -0.4853 -0.4398
C -1.4421 -2.8700 -1.5544 0.0180 -0.0691 -0.3223
O -2.4565 -3.3698 -1.9937 0.0749 0.0051 0.0814
O 0.4643 -0.9106 0.7437 -0.2668 -1.0636 0.0859
C -2.3593 3.6838 0.5510 0.0378 0.0363 0.0184
C -3.4835 2.6850 0.8211 0.1260 0.0427 0.0289
P -2.9202 0.9372 0.6392 -0.2232 -0.1567 0.1277
C -2.8442 0.7535 -1.1998 0.0097 0.1168 0.0426
C -4.1548 0.5363 -1.9469 -0.0211 0.0014 0.0021
C -4.4243 -0.0078 1.1577 0.0360 -0.1125 -0.0303
C -5.7884 0.6691 1.0961 -0.0706 -0.0107 -0.0401
H -2.7164 4.7118 0.6336 -0.0203 -0.0062 0.0119
H -1.9512 3.5663 -0.4557 -0.0099 0.0045 0.0019
H -1.5374 3.5440 1.2536 0.0064 -0.0225 -0.0357
H -4.3455 2.8872 0.1798 0.0015 -0.0503 -0.0170
H -3.8308 2.7944 1.8529 -0.0098 0.0140 0.0014
H -2.1608 -0.0711 -1.4034 -0.0006 0.0246 -0.0430
H -2.3491 1.6571 -1.5701 0.0037 -0.0395 -0.0094
H -4.6427 -0.3830 -1.6235 -0.0198 0.0072 0.0017
H -3.9716 0.4422 -3.0187 0.0208 0.0105 0.0015
H -4.8479 1.3671 -1.8028 0.0039 -0.0023 0.0000
H -4.2145 -0.3354 2.1790 -0.0184 0.0301 -0.0002
H -4.4071 -0.9261 0.5680 -0.0125 0.0212 0.0118
H -5.8416 1.5509 1.7355 0.0184 0.0078 0.0081
H -6.5650 -0.0211 1.4322 0.0059 -0.0066 0.0049
H -6.0486 0.9788 0.0843 0.0119 0.0051 0.0049
```
Positions in Å, forces in eV/Å.



[6]
Entry from OMol25: C22H24MnN2S as an isolated structure in a non-equilibrium geometry (ωB97M-V/def2-TZVPD).

Output
Total charge ... -2
Spin multiplicity ... 6
HOMO-LUMO gap (alpha / beta) ... 5.07 / 3.61 eV

Structure (XYZ):
```
50
Properties=species:S:1:pos:R:3:forces:R:3
Mn -0.1806 0.3248 -0.4025 0.7924 0.1141 -0.8785
S -2.2279 2.0252 0.7074 0.0515 0.2496 0.0885
C -2.3303 0.5817 -0.2774 -0.7409 0.1535 0.7749
C -3.1753 -0.5048 0.0608 -0.0467 -0.2170 -0.4067
C -3.5451 -1.4259 -0.8931 -0.2760 -0.0256 0.6904
C -3.0547 -1.2802 -2.2106 0.3615 0.2827 -0.6260
C -2.1696 -0.2688 -2.4690 -0.3609 -0.4479 -0.1602
N -1.7543 0.6373 -1.5467 -0.2502 0.1274 -0.7837
H -3.5629 -0.5556 1.0680 0.0334 0.0301 0.0725
H -4.2118 -2.2418 -0.6361 0.0134 -0.0337 0.0080
H -3.3360 -1.9687 -2.9981 0.0013 0.0163 -0.0335
H -1.7482 -0.1446 -3.4632 0.0638 -0.0430 0.0089
C 1.0796 -4.8319 -2.3048 -0.0596 -0.0501 -0.0179
C 2.0940 -4.0990 -2.9049 0.0089 -0.0739 -0.0047
C 2.1383 -2.7170 -2.8185 0.0244 0.0417 0.0603
C 1.1598 -1.9941 -2.0968 -0.0774 -0.1893 -0.1305
C 0.1408 -2.7697 -1.4797 0.2495 0.3442 0.0596
C 0.1018 -4.1409 -1.5862 0.0959 -0.1111 -0.0254
N 1.1673 -0.6486 -1.8884 -0.1495 0.1988 -0.0381
C 1.8152 0.2357 -2.7026 0.1429 -0.0645 0.0265
C 2.0799 0.0445 -4.0772 -0.0270 0.1070 -0.1072
C 2.6823 1.0367 -4.8361 -0.0004 -0.0348 0.0755
C 3.0528 2.2504 -4.2729 0.0517 0.1108 -0.0424
C 2.7923 2.4651 -2.9195 0.0266 -0.0068 -0.0728
C 2.1956 1.4880 -2.1523 -0.0838 -0.2572 -0.0780
H 1.0495 -5.9125 -2.3873 0.0067 0.0077 0.0026
H 2.8796 -4.6187 -3.4463 -0.0012 0.0203 -0.0216
H 2.9572 -2.1817 -3.2823 0.0004 -0.0485 0.0535
H -0.5889 -2.2348 -0.8821 -0.1512 -0.1181 -0.0343
H -0.6956 -4.6924 -1.0993 -0.0162 0.0517 0.0207
H 1.7642 -0.8743 -4.5550 0.0155 0.0360 0.0227
H 2.8642 0.8604 -5.8922 -0.0322 -0.0154 -0.0042
H 3.5222 3.0194 -4.8762 -0.0006 -0.0076 0.0165
H 3.0683 3.4104 -2.4647 -0.0261 -0.0057 0.0357
H 1.9990 1.6383 -1.0943 0.0671 0.0980 -0.0055
C 2.5529 0.2126 3.0237 -0.0593 -0.0601 -0.0380
C 1.7020 -0.7492 2.1680 0.1811 -0.0167 -0.0951
C 2.6437 -1.5277 1.2421 -0.0658 0.1002 0.0171
C 1.0291 -1.7518 3.1281 0.0114 -0.0007 -0.0980
C 0.6427 -0.0002 1.3852 0.2125 -0.2624 1.8509
H 3.3408 -0.3260 3.5729 -0.0389 0.0301 -0.0431
H 1.9218 0.7332 3.7484 -0.0048 0.0320 -0.0122
H 3.0218 0.9600 2.3810 0.0297 0.0360 0.0197
H 3.3771 -2.1181 1.8080 -0.0096 0.0126 -0.0111
H 3.1780 -0.8345 0.5872 0.0083 -0.0346 -0.0335
H 2.0616 -2.1957 0.6068 0.0353 -0.0636 -0.0471
H 1.7633 -2.2241 3.7992 -0.0301 0.0154 -0.0629
H 0.5289 -2.5335 2.5524 -0.0274 -0.0057 0.0223
H 0.2734 -1.2466 3.7332 0.0086 0.0150 0.0325
H 0.0449 0.5656 2.1233 0.0418 -0.0375 -0.0469
```
Positions in Å, forces in eV/Å.



Computed values of electronic energy (unit: eV) for the preceding records, in sequence: -295850.8077 -8827.2999 -13093.5226 -5277.9207 -102032.4589 -68336.5585.
Computed values of ΔE to the lowest compared entry with this formula, charge and spin (unit: eV) for the preceding records, in sequence: 0.000 0.350 8.377 3.278 1.388 0.782.